Entry 1:
ORCA calculation (wB97M-V/def2-TZVPD) on an isolated molecule of C5H6N2O in a non-equilibrium geometry.

Computed properties:
HOMO-LUMO gap: 9.9 eV
DFT total energy: -10303.991 eV
relative energy (zero: lowest compared OMol25 entry of this formula, charge and spin): 541.55 kJ/mol

Each line ends with the Löwdin charge.
Element x y z (Å)
O: -0.9112 2.2352 -0.3806  0.1467
C: -0.8642 1.1230 -0.0432  -0.3816
C: -0.5437 0.2716 1.3095  -0.1060
N: -1.3142 -0.8821 0.6936  -0.0112
C: -0.9471 -0.2552 -0.8005  -0.0654
C: 0.6999 -0.7184 -0.7996  -0.1457
N: 1.4828 0.5159 -0.6602  -0.0059
C: 0.9943 0.0118 0.6386  -0.1344
H: -0.3816 0.6804 2.2850  0.1125
H: -0.6289 -1.6974 0.6593  0.0916
H: -1.6971 -0.5266 -1.6361  0.1427
H: 0.9356 -1.7030 -1.4686  0.1671
H: 1.2695 1.3869 -0.9776  0.0493
H: 1.9058 -0.4421 1.1803  0.1404

---

Entry 2:
ORCA calculation (wB97M-V/def2-TZVPD) on an isolated molecule of C5H6N2O in a non-equilibrium geometry.

Computed properties:
HOMO-LUMO gap: 9.9 eV
DFT total energy: -10305.627 eV
relative energy (zero: lowest compared OMol25 entry of this formula, charge and spin): 383.69 kJ/mol

Each line ends with the Löwdin charge.
Element x y z (Å)
C: -3.1775 -0.1150 -0.0696  -0.0757
N: -1.9341 -0.3242 -0.2600  -0.0806
N: -1.0786 0.7285 -0.0178  0.0518
C: 0.0770 0.3764 0.2333  -0.4337
C: 1.3728 1.1747 -0.0142  -0.0555
C: 2.5595 0.0851 -0.1134  -0.0340
C: 1.8630 -1.0278 -0.1003  -0.0697
O: 0.4531 -0.8756 0.3246  0.0058
H: -3.6301 -1.2486 -0.0110  0.1089
H: -3.7406 0.8061 0.3739  0.0903
H: 1.3978 1.9124 0.8894  0.1418
H: 1.4113 1.7032 -0.9394  0.0927
H: 3.6154 0.1601 -0.3971  0.1073
H: 2.2414 -2.1183 -0.1826  0.1508

---

no.,LUMO energy (eV),HOMO level (eV)
1,0.9518,-8.92
2,0.9788,-8.95